# 1
Formula: C25H66N3O9S7
Source: the Open Molecules 2025 dataset
Level of theory: ωB97M-V/def2-TZVPD

Summary:
Charge = +1
HOMO = -0.356 hartree
E_tot = -125717.696 eV
2S+1 = 1

Each line ends with the Mulliken charge.
Geometry (Å):
C  -7.22312  4.71014  -2.05228  -0.652
C  -6.31409  3.61054  -1.61954  -0.444
C  -6.66675  1.98696  -1.80158  0.243
C  -6.82680  1.38696  -0.28604  -0.673
N  -6.80906  -0.14911  -0.44035  0.364
N  -7.27016  -0.82943  0.66549  -0.783
C  -6.44850  -0.69229  1.90366  0.240
C  -7.42107  -1.18198  3.17384  -0.824
C  -5.55030  -0.68138  -1.07929  0.604
O  -5.61493  -2.17615  -1.19345  -0.543
C  -4.13240  -0.17493  -0.47562  -0.377
O  -3.02189  -0.09283  -1.47871  -0.393
C  -2.06835  0.94780  -1.02272  -0.066
C  -1.36301  0.62933  0.42540  -0.561
C  -5.60076  -0.13431  -2.66090  -0.916
N  -5.56364  1.37581  -2.63102  -0.256
H  -7.90249  5.26035  -1.25002  0.236
H  -7.28831  5.08865  -3.16884  0.267
H  -5.30328  3.90368  -1.08216  0.252
H  -7.71204  1.97102  -2.36894  0.278
H  -7.93530  1.63248  0.07631  0.398
H  -6.05253  1.77982  0.49629  0.267
H  -7.56336  -0.30701  -1.18067  0.503
H  -8.28738  -0.63007  0.79244  0.358
H  -6.08825  0.37975  2.19102  0.006
H  -5.52513  -1.44841  1.93542  0.093
H  -7.51675  -0.25937  3.92536  0.208
H  -8.53577  -1.39653  2.81971  0.299
H  -6.95218  -2.05509  3.79535  0.218
H  -5.44552  -2.58852  -0.28915  0.413
H  -3.76566  -0.98796  0.31562  -0.001
H  -4.12758  0.84694  0.08688  0.410
H  -2.56400  2.01873  -0.97424  0.141
H  -1.20294  0.99509  -1.82154  0.284
H  -1.53792  -0.46667  0.81812  0.238
H  -0.19856  0.84201  0.43389  -0.072
H  -1.84139  1.34118  1.25545  0.250
H  -4.77686  -0.62768  -3.33448  0.335
H  -6.64494  -0.43063  -3.15519  0.262
H  -4.61941  1.76331  -2.41810  0.315
C  2.47136  1.27085  2.21658  -0.802
S  1.76953  2.64108  1.26883  0.400
O  1.91574  2.30532  -0.18552  -0.553
C  3.05994  3.83852  1.68336  -0.602
H  1.83917  0.39006  2.07318  0.384
H  3.48172  1.05010  1.86535  0.222
H  2.49067  1.53030  3.27722  0.425
H  4.03547  3.46285  1.36392  -0.093
H  3.06118  4.01760  2.76101  0.386
H  2.84562  4.77491  1.16261  0.387
C  1.51594  -1.41513  6.22478  -0.936
S  3.13350  -0.65636  5.94892  0.409
O  2.95125  0.44171  4.94378  -0.570
C  3.86066  -2.06937  5.08550  -0.923
H  0.87235  -0.68731  6.72684  0.311
H  1.06549  -1.69632  5.27033  0.278
H  1.62741  -2.29543  6.86139  0.390
H  3.26859  -2.31120  4.19903  0.283
H  3.89860  -2.92964  5.75772  0.378
H  4.87609  -1.80536  4.78029  0.311
C  8.53244  3.12987  2.00908  -0.994
S  6.86044  2.75107  1.43525  0.500
O  6.04404  2.38020  2.63742  -0.589
C  7.29657  1.21856  0.57966  -0.961
H  8.49489  4.04401  2.60820  0.342
H  8.91266  2.31138  2.62425  0.294
H  9.18763  3.28998  1.15018  0.369
H  7.75145  0.51472  1.28147  0.395
H  7.99087  1.43830  -0.23462  0.433
H  6.38511  0.77896  0.16744  0.197
C  -4.80548  -0.45987  5.67432  -0.980
S  -4.93427  1.19501  4.95800  0.548
O  -3.62736  1.49976  4.28839  -0.602
C  -4.95828  2.08209  6.53387  -1.014
H  -4.73836  -1.18635  4.85962  0.218
H  -3.90994  -0.53143  6.29546  0.427
H  -5.69489  -0.67129  6.27174  0.376
H  -4.05284  1.85730  7.10353  0.324
H  -5.84294  1.79096  7.10483  0.358
H  -4.99858  3.15455  6.32860  0.338
C  3.08511  1.28226  -2.73366  -0.850
S  4.32347  0.00839  -3.06838  0.632
O  5.65694  0.68857  -3.16043  -0.668
C  3.77692  -0.34844  -4.75503  -0.934
H  3.25986  1.68096  -1.73042  0.200
H  3.17176  2.09086  -3.46277  0.354
H  2.08614  0.84311  -2.77669  0.292
H  3.82205  0.55901  -5.36277  0.378
H  2.75591  -0.73643  -4.73503  0.380
H  4.44096  -1.10309  -5.18340  0.199
C  4.33181  -3.14537  -7.62902  -0.807
S  2.95193  -2.50977  -8.60895  0.463
O  2.51266  -1.21853  -7.98525  -0.595
C  1.76668  -3.78353  -8.11540  -0.900
H  5.18592  -2.47434  -7.75635  0.331
H  4.05669  -3.18180  -6.57265  0.176
H  4.60309  -4.14289  -7.98117  0.397
H  1.64596  -3.78140  -7.02900  0.277
H  2.11829  -4.76148  -8.45210  0.353
H  0.80504  -3.56468  -8.58582  0.316
C  6.47349  -5.05797  -1.39236  -0.971
S  5.77166  -3.68774  -2.34011  0.572
O  5.91788  -4.02350  -3.79447  -0.632
C  7.06207  -2.49030  -1.92559  -0.865
H  5.84130  -5.93875  -1.53577  0.325
H  7.48385  -5.27872  -1.74360  0.295
H  6.49280  -4.79852  -0.33173  0.351
H  8.03761  -2.86597  -2.24503  0.391
H  7.06331  -2.31122  -0.84794  0.271
H  6.84775  -1.55390  -2.44633  0.283

# 2
Formula: C25H66N6O10
Source: the Open Molecules 2025 dataset
Level of theory: ωB97M-V/def2-TZVPD

Summary:
ΔE to the lowest compared entry with this formula, charge and spin = 89.4 kcal/mol
HOMO = -0.298 hartree
E_tot = -56403.190 eV
2S+1 = 1

Each line ends with the Mulliken charge.
Geometry (Å):
C  -4.90403  -11.83620  2.48186  -0.691
O  -5.75922  -12.40902  3.49777  -0.440
C  -5.36891  -12.47362  4.83097  -0.858
C  -5.44413  -11.16989  5.58914  0.834
N  -6.82100  -10.90587  5.93493  -0.031
C  -7.09243  -9.47156  6.22576  -1.076
C  -6.44883  -8.87201  7.54797  -0.268
O  -5.04653  -8.59823  7.27746  -0.256
C  -4.35356  -8.21605  8.43397  -0.671
H  -4.19430  -12.63032  2.25001  0.313
H  -4.36611  -10.91780  2.71699  0.256
H  -5.55817  -11.69733  1.62108  0.260
H  -4.37651  -12.92401  4.81139  0.389
H  -5.90448  -13.31197  5.27642  0.347
H  -4.99336  -10.29600  5.11879  0.255
H  -4.86800  -11.31975  6.50221  -0.783
H  -7.51984  -11.35952  5.36402  0.335
H  -8.18129  -9.42207  6.21785  0.601
H  -6.82417  -8.70788  5.49574  0.304
H  -6.52061  -9.55816  8.39187  0.129
H  -7.06662  -7.98872  7.70996  0.427
H  -4.73288  -7.42278  9.07812  0.356
H  -3.31571  -7.97524  8.20381  0.301
H  -4.25814  -9.09938  9.06540  0.105
C  1.33652  -11.23239  9.92126  -0.823
O  -0.04254  -11.01014  9.61673  -0.307
C  -0.93065  -12.05002  10.08024  -0.931
C  -2.29149  -11.82650  9.54242  -0.591
N  -2.32057  -11.25761  8.18729  -0.029
C  -1.66119  -12.19035  7.24399  -0.547
C  -1.60798  -11.68617  5.80602  -0.385
O  -0.89048  -10.51544  5.59211  -0.372
C  -0.41010  -10.17996  4.30244  -0.800
H  2.06002  -10.62613  9.37620  0.252
H  1.61338  -12.27729  9.78115  0.330
H  1.38208  -11.04205  10.99355  0.313
H  -0.83658  -12.01040  11.16545  0.525
H  -0.63304  -13.01499  9.66992  0.389
H  -2.84228  -11.19779  10.24203  0.380
H  -2.83579  -12.76705  9.62723  0.249
H  -1.63494  -10.51669  8.21971  0.336
H  -2.14271  -13.16581  7.17539  0.407
H  -0.61025  -12.38976  7.45343  0.331
H  -2.57471  -11.44128  5.36605  -0.036
H  -1.29981  -12.52816  5.18620  0.475
H  -1.29213  -9.94947  3.70497  0.260
H  0.19041  -10.90590  3.75426  0.333
H  0.20423  -9.27980  4.28223  0.264
C  -9.93430  -12.31863  8.01789  -0.447
O  -9.53866  -12.31359  9.37301  -0.493
C  -9.66038  -11.14078  10.08484  -0.801
C  -10.99281  -10.98025  10.75478  -0.499
N  -11.02718  -9.65906  11.40204  -0.245
C  -12.18465  -9.39917  12.28172  -0.519
C  -12.02726  -8.02146  13.01881  -0.454
O  -13.02061  -7.85681  14.04572  -0.342
C  -12.94047  -8.67146  15.14780  -0.642
H  -10.83956  -11.73946  7.83580  0.368
H  -10.13848  -13.32055  7.64029  0.204
H  -9.01057  -11.99993  7.53492  -0.039
H  -9.34189  -10.30281  9.46479  0.489
H  -8.89525  -11.14510  10.86117  0.345
H  -10.97526  -11.86035  11.39761  0.304
H  -11.78626  -11.02089  10.00853  0.284
H  -10.14364  -9.53004  11.87406  0.218
H  -12.43496  -10.26953  12.88829  0.331
H  -13.02761  -9.34509  11.59281  0.242
H  -12.27766  -7.30337  12.23795  0.280
H  -11.02631  -7.74599  13.35095  0.360
H  -13.92771  -8.73837  15.60493  0.221
H  -12.43317  -8.14620  15.95701  0.258
H  -12.50300  -9.65807  14.99513  0.297
C  -12.15390  -19.43627  9.46473  -0.605
O  -11.57350  -20.68979  9.28375  -0.360
C  -11.64052  -21.59447  10.44977  -0.696
C  -10.28284  -21.84594  11.01322  -0.308
N  -9.96066  -20.90598  12.09610  -0.395
C  -8.55234  -20.67839  12.39784  -0.946
C  -7.88449  -19.64127  11.34611  -0.367
O  -8.81615  -18.48338  11.40966  -0.430
C  -8.29305  -17.33447  10.71211  -0.702
H  -12.13295  -18.85665  8.54186  0.242
H  -11.58238  -18.92184  10.23727  0.210
H  -13.20162  -19.50202  9.75809  0.311
H  -11.89319  -22.56417  10.02089  0.329
H  -12.41360  -21.26668  11.14476  0.387
H  -9.50343  -21.74641  10.25776  0.253
H  -10.15784  -22.87239  11.35799  0.358
H  -10.43801  -20.02041  12.00665  0.277
H  -7.98279  -21.57779  12.63186  0.404
H  -8.63417  -20.14783  13.34648  0.339
H  -7.74702  -19.92413  10.30246  0.375
H  -7.05407  -19.23498  11.92355  0.379
H  -7.51282  -16.87859  11.32164  0.346
H  -9.05424  -16.55874  10.62896  0.204
H  -8.10496  -17.76678  9.72934  0.383
N  -7.34892  -13.80011  9.45208  -0.048
C  -6.07174  -13.58977  8.98858  0.634
N  -5.74248  -12.35894  8.69920  0.275
O  -5.30284  -14.53381  8.81511  -0.824
H  -8.09320  -13.12714  9.33694  0.394
H  -7.49248  -14.62266  10.02032  0.121
H  -6.36536  -11.56405  8.71552  -0.344
H  -4.84139  -12.03527  8.37769  -0.138
O  -5.47226  -17.34789  9.30704  -0.566
H  -4.73857  -17.75715  9.76577  0.289
H  -5.36633  -16.41109  9.47263  0.336

| no. | HOMO-LUMO gap (eV) | LUMO energy (eV) |
| --- | --- | --- |
| 1 | 6.202 | -3.50 |
| 2 | 8.645 | 0.54 |